Record 1
Density functional theory data (ωB97M-V with the def2-TZVPD basis set) for an isolated ion of composition C5H9N2 and charge +1 in a non-equilibrium geometry.

Each line ends with the Löwdin spin population.
Positions of all 16 atoms, in Å:
C (-0.020, 0.815, 0.713)  0.5649
C (0.418, -0.315, -0.137)  0.1054
C (-0.642, -1.470, -0.066)  0.0547
C (-0.508, -0.602, -1.251)  0.0771
C (1.000, 1.917, 0.854)  0.1137
N (-1.212, 0.731, 1.152)  0.9435
N (-0.257, -2.093, -1.382)  0.0270
H (1.500, -0.410, -0.282)  0.0030
H (-1.160, -1.608, 0.824)  0.0103
H (-1.220, -0.123, -1.818)  0.0018
H (2.053, 1.765, 1.222)  0.0299
H (0.598, 2.625, 1.566)  -0.0014
H (1.184, 2.403, -0.087)  0.0207
H (-1.346, 1.445, 1.950)  0.0481
H (0.726, -2.561, -1.415)  -0.0003
H (-1.113, -2.519, -1.844)  0.0016

Output
Multiplicity: 3
Gap between HOMO and LUMO (spin up / spin down), eV: 6.430 / 7.946
E_tot, hartree: -304.87642
ΔE to the lowest compared entry with this formula, charge and spin, kcal/mol: 93.3
LUMO level (spin up / spin down), eV: -3.38 / -7.00
Net charge: +1
HOMO level (spin up / spin down), eV: -9.805 / -14.950

***

Record 2
Density functional theory data (ωB97M-V with the def2-TZVPD basis set) for an isolated ion of composition C5H9N2 and charge +1 in a non-equilibrium geometry.

Each line ends with the Löwdin spin population.
Positions of all 16 atoms, in Å:
C (-1.494, 0.418, 0.508)  0.5354
C (1.927, 0.609, -1.083)  0.0317
C (1.963, -0.676, -0.279)  0.0048
C (-0.077, 0.667, 0.424)  0.3698
C (-2.517, -0.547, 0.868)  0.1216
N (-1.259, 1.532, -0.019)  0.8099
N (0.687, -0.022, -0.640)  0.0449
H (1.917, 1.474, -0.462)  0.0008
H (2.157, 0.537, -2.104)  0.0029
H (1.973, -1.617, -0.759)  0.0003
H (2.390, -0.666, 0.720)  0.0002
H (0.542, 0.947, 1.163)  0.0119
H (-2.187, -1.578, 1.034)  0.0078
H (-3.339, -0.495, 0.119)  0.0172
H (-2.759, -0.171, 1.874)  0.0364
H (0.077, -0.413, -1.364)  0.0046

Output
Multiplicity: 3
Gap between HOMO and LUMO (spin up / spin down), eV: 6.460 / 7.519
E_tot, hartree: -304.86881
ΔE to the lowest compared entry with this formula, charge and spin, kcal/mol: 98.1
LUMO level (spin up / spin down), eV: -3.16 / -7.62
Net charge: +1
HOMO level (spin up / spin down), eV: -9.622 / -15.139

***

Record 3
Density functional theory data (ωB97M-V with the def2-TZVPD basis set) for an isolated ion of composition C5H9N2O and charge +1 in a non-equilibrium geometry.

Each line ends with the Mulliken charge.
Positions of all 17 atoms, in Å:
C (-0.111, 0.366, -1.575)  0.0980
C (1.493, -0.560, -0.411)  -0.1417
C (0.330, -0.483, 0.505)  0.3231
C (0.573, 0.372, 1.725)  -1.2230
C (-2.119, -0.072, -0.205)  -0.8320
N (-0.702, 0.090, -0.427)  0.1312
N (1.209, 0.116, -1.541)  -0.0220
O (3.194, -0.691, 0.038)  -0.4077
H (-0.589, 0.987, -2.454)  0.3605
H (-0.022, -1.463, 0.853)  0.2950
H (1.199, 1.278, 1.401)  0.3116
H (1.337, -0.075, 2.358)  0.3816
H (-0.311, 0.385, 2.383)  0.3715
H (-2.591, 0.543, -0.911)  0.3652
H (-2.465, -1.166, -0.238)  0.3198
H (-2.416, 0.375, 0.781)  0.3013
H (1.988, -0.003, -2.282)  0.3677

Output
Multiplicity: 1
SMILES: C[C@@H]1C(=O)[NH+]=CN1C
Gap between HOMO and LUMO (spin up / spin down), eV: 7.359 / 8.866
E_tot, hartree: -380.22375
ΔE to the lowest compared entry with this formula, charge and spin, kcal/mol: 143.1
LUMO level (spin up / spin down), eV: -5.79 / -5.68
Net charge: +1
HOMO level (spin up / spin down), eV: -13.153 / -14.543

***

Record 4
Density functional theory data (ωB97M-V with the def2-TZVPD basis set) for an isolated ion of composition C5H9N2O and charge +1 in a non-equilibrium geometry.

Each line ends with the Mulliken charge.
Positions of all 17 atoms, in Å:
C (-1.330, 2.402, 0.515)  -0.1240
C (-1.172, 1.217, 0.521)  -0.7631
C (0.993, -0.059, 0.188)  0.3074
C (-1.505, -0.883, -0.711)  -1.2041
C (-0.845, -0.153, 0.421)  0.5383
N (1.544, 1.018, -0.302)  0.1420
N (1.656, -1.168, 0.388)  -0.3217
O (2.843, 1.080, -0.559)  -0.5059
H (-1.766, 3.313, 0.835)  0.4063
H (-0.783, -0.885, -1.450)  0.3942
H (-2.434, -0.358, -1.040)  0.3597
H (-1.702, -1.878, -0.499)  0.3884
H (-1.094, -0.656, 1.366)  0.3624
H (1.020, 1.894, -0.309)  0.1591
H (1.022, -1.964, 0.524)  0.2677
H (2.637, -1.178, 0.183)  0.2289
H (3.498, 0.967, 0.131)  0.3644

Output
Multiplicity: 1
SMILES: C#C[C@@H](C)C(=[NH2+])NO
Gap between HOMO and LUMO, eV: 11.167
E_tot, hartree: -380.26063
ΔE to the lowest compared entry with this formula, charge and spin, kcal/mol: 120.0
LUMO level, eV: -3.29
Net charge: +1
HOMO level, eV: -14.461

***

Record 5
Density functional theory data (ωB97M-V with the def2-TZVPD basis set) for a 2-piece molecular cluster, C5H9N2O3P overall in a non-equilibrium geometry.

Each line ends with the Mulliken charge.
Positions of all 20 atoms, in Å:
C (1.714, -0.624, -0.062)  0.6908
C (2.043, 1.757, -0.448)  0.3358
C (2.560, 0.403, -0.257)  -0.2949
C (2.259, -1.984, 0.112)  -1.1674
C (-2.539, 1.941, -0.974)  -0.6668
N (0.365, -0.617, -0.163)  -0.4178
N (0.647, 1.981, -0.392)  0.0238
O (2.768, 2.666, -0.778)  -0.6062
O (-1.745, 1.363, 2.024)  -0.7262
O (-1.650, 0.756, -1.072)  -0.2520
P (-0.434, 0.774, -0.137)  0.3879
H (-1.511, 0.529, 2.407)  0.2565
H (3.619, 0.284, -0.374)  0.3501
H (3.273, -1.883, 0.141)  0.3887
H (2.000, -2.594, -0.797)  0.2534
H (1.941, -2.495, 1.054)  0.2818
H (-1.982, 2.785, -1.425)  0.2706
H (-2.713, 2.046, 0.176)  0.3875
H (-3.442, 1.750, -1.486)  0.2431
H (0.304, 2.885, -0.708)  0.2611

Output
Multiplicity: 1
Gap between HOMO and LUMO (spin up / spin down), eV: 7.543 / 7.543
E_tot, hartree: -872.43617
ΔE to the lowest compared entry with this formula, charge and spin, kcal/mol: 91.6
LUMO level (spin up / spin down), eV: -1.39 / -1.39
HOMO level (spin up / spin down), eV: -8.935 / -8.934

***

Record 6
Density functional theory data (ωB97M-V with the def2-TZVPD basis set) for the molecule C5H9N2O4P in a non-equilibrium geometry.

Each line ends with the Mulliken charge.
Positions of all 21 atoms, in Å:
C (-0.986, -0.706, 0.165)  0.6287
C (-0.875, -1.822, 1.207)  -1.4107
C (0.711, 0.796, 1.645)  -1.7886
C (-0.523, 1.726, -0.344)  -1.6729
C (0.024, 0.543, 0.329)  1.4658
N (-0.723, 0.164, -3.712)  -0.4979
N (-0.186, -0.462, -2.999)  1.1544
O (-1.828, -0.650, -0.711)  -0.5615
O (1.953, -1.451, -0.098)  -0.6599
O (2.237, 0.756, -1.430)  -0.6947
O (0.390, -1.049, -2.157)  -0.5148
P (1.520, -0.177, -0.615)  0.9666
H (-0.783, -1.498, 2.289)  0.2783
H (0.075, -2.285, 1.101)  0.3352
H (-1.680, -2.480, 1.078)  0.4419
H (0.079, 0.882, 2.511)  0.3357
H (1.266, -0.120, 1.669)  0.6340
H (1.358, 1.629, 1.649)  0.3764
H (-1.191, 2.383, 0.386)  0.2994
H (0.275, 2.239, -0.716)  0.5306
H (-1.114, 1.582, -1.246)  0.3540

Output
Multiplicity: 1
Gap between HOMO and LUMO, eV: 10.370
E_tot, hartree: -947.69055
ΔE to the lowest compared entry with this formula, charge and spin, kcal/mol: 12.1
LUMO level, eV: 0.35
HOMO level, eV: -10.024

***

Record 7
Density functional theory data (ωB97M-V with the def2-TZVPD basis set) for the molecule C5H9N2P in a non-equilibrium geometry.

Each line ends with the Mulliken charge.
Positions of all 17 atoms, in Å:
C (-2.876, -1.029, -1.108)  -0.0657
C (-0.464, 0.110, -0.206)  0.3144
C (0.799, 0.317, 1.825)  -1.1909
C (1.980, 0.199, -0.521)  -1.4164
C (0.746, 0.654, 0.338)  0.5046
N (-1.727, -1.735, -0.667)  -1.1134
N (-0.734, -1.108, -0.310)  0.5206
P (-3.083, 0.637, -1.358)  -0.1206
H (-3.797, -1.583, -1.297)  0.3957
H (0.572, -0.800, 1.956)  0.3045
H (0.097, 1.041, 2.194)  0.3828
H (1.893, 0.530, 2.057)  0.3028
H (2.819, 0.946, -0.617)  0.3424
H (1.813, -0.013, -1.627)  0.3295
H (2.351, -0.653, -0.048)  0.3980
H (0.901, 1.758, 0.110)  0.2374
H (-1.290, 0.729, -0.722)  -0.1255

Output
Multiplicity: 1
Gap between HOMO and LUMO, eV: 6.513
E_tot, hartree: -646.57862
ΔE to the lowest compared entry with this formula, charge and spin, kcal/mol: 110.2
LUMO level, eV: -1.51
HOMO level, eV: -8.026

***

Record 8
Density functional theory data (ωB97M-V with the def2-TZVPD basis set) for an isolated ion of composition C5H9N2S and charge +1 in a non-equilibrium geometry.

Each line ends with the Mulliken charge.
Positions of all 17 atoms, in Å:
C (-0.559, -1.856, -1.246)  -0.2437
C (-0.845, -1.702, 0.237)  -0.0278
C (-0.341, 0.530, -1.600)  -0.4222
C (-0.437, -0.337, 0.850)  0.2336
C (1.012, -0.294, 1.311)  -1.3416
N (-0.226, -0.776, -1.955)  -0.4265
N (-0.765, 0.747, -0.123)  -0.2011
S (-1.307, -2.993, 1.126)  -0.0908
H (-0.537, -2.787, -1.686)  0.5310
H (0.712, 1.064, -1.923)  0.3039
H (-1.092, 0.809, -2.269)  0.3934
H (-1.126, -0.181, 1.823)  0.3301
H (1.669, -0.256, 0.489)  0.4164
H (1.285, -1.161, 1.811)  0.4060
H (1.124, 0.590, 1.924)  0.3741
H (-0.484, 1.627, 0.125)  0.3092
H (-1.884, 0.869, -0.063)  0.4560

Output
Multiplicity: 1
SMILES: C[C@H]1[NH2+]CN=CC1=S
Gap between HOMO and LUMO, eV: 7.779
E_tot, hartree: -703.27179
ΔE to the lowest compared entry with this formula, charge and spin, kcal/mol: 63.0
LUMO level, eV: -5.34
Net charge: +1
HOMO level, eV: -13.119